Computed, not measured: C16H31CrNP2S as an isolated structure in a non-equilibrium geometry, with ωB97M-V/def2-TZVPD.

CARTESIAN COORDINATES (ANGSTROEM)
P  0.986  1.551  1.291
P  -1.565  -0.835  1.774
C  0.457  0.284  0.088
C  -0.968  -0.293  0.165
H  1.210  -0.514  0.057
H  0.534  0.820  -0.859
H  -1.709  0.383  -0.288
H  -1.022  -1.224  -0.399
C  -0.905  -2.465  2.169
H  -1.406  -2.818  3.082
H  0.172  -2.403  2.384
H  -1.087  -3.163  1.342
C  -3.345  -0.785  1.896
H  -3.808  -1.445  1.147
H  -3.688  0.249  1.752
H  -3.635  -1.097  2.910
C  2.773  1.538  1.434
H  3.023  2.184  2.285
H  3.250  1.922  0.522
H  3.154  0.537  1.662
C  0.385  3.145  0.725
H  -0.704  3.129  0.616
H  0.853  3.412  -0.229
H  0.626  3.899  1.483
Cr  -0.251  0.593  2.887
C  -1.019  -1.108  -2.707
C  -0.238  -2.088  -2.212
C  1.026  -2.537  -2.894
C  1.933  -1.392  -3.423
C  1.899  -0.145  -2.583
C  1.097  0.904  -2.813
C  0.021  0.922  -3.868
C  -0.780  -0.397  -4.009
C  0.548  2.113  4.151
H  -1.995  -0.865  -2.270
H  -0.611  -2.796  -1.470
H  0.734  -3.182  -3.738
H  1.636  -3.158  -2.221
H  2.970  -1.755  -3.395
H  1.707  -1.177  -4.476
H  2.700  -0.114  -1.828
H  1.337  1.892  -2.400
H  0.504  1.161  -4.828
H  -0.707  1.728  -3.674
H  -1.775  -0.138  -4.396
H  -0.318  -1.050  -4.759
H  -0.334  2.603  4.618
H  1.232  2.888  3.758
H  1.065  1.541  4.955
S  -2.738  -0.374  6.747
C  -1.923  -0.129  5.423
N  -1.301  0.048  4.415

Summary:
- relative energy (zero: lowest compared OMol25 entry of this formula, charge and spin) (kcal/mol) = 14.5
- calculated total energy (a.u.) = -2808.2157
- max |F| (eV Å⁻¹) = 4.36
- E_LUMO (alpha / beta) (eV) = 0.249 / 0.175
- spin multiplicity = 5
- net charge = 0

natural (NBO) atomic charge list, values in e, 5 entries:
1. P 0.98
2. P 0.94
3. C -0.74
4. C -0.73
5. H 0.24